1.
DFT (wB97M-V/def2-TZVPD) results for an isolated molecule of C3H6N2O.

```
12
Properties=species:S:1:pos:R:3:forces:R:3:mulliken_charge:R:1
N 2.073735 0.216232 -0.698516 -0.029 -0.134 0.146 -0.3818
C 0.961319 0.178327 0.088539 0.233 -0.017 0.682 0.6232
O 1.075169 0.283066 1.297203 0.790 -0.214 0.042 -0.6104
N -0.314379 0.223769 -0.520008 -0.046 0.734 1.137 -0.3997
C -1.366894 -0.742327 -0.241107 -0.372 -0.399 -0.163 -0.2252
C -1.328160 0.437735 0.612718 0.002 0.326 -0.314 -0.3893
H 2.130261 -0.045008 -1.665380 -0.328 0.087 -0.018 0.2089
H 2.926287 0.294204 -0.161257 -0.141 -0.159 -0.280 0.2428
H -2.128296 -0.786895 -1.005069 0.123 -0.287 -0.285 0.2291
H -1.078499 -1.689154 0.209533 -0.078 0.094 -0.002 0.2361
H -1.856721 1.354939 0.410889 -0.635 -0.242 -0.108 0.2660
H -1.093819 0.275110 1.672459 0.482 0.212 -0.837 0.2005
```
Positions in Å, forces in eV/Å.

Output
2S+1: 1
Maximum force (eV/A): 1.35
ΔE to the lowest compared entry with this formula, charge and spin (kJ/mol): 174.0
SMILES: NC(=O)N1CC1

***

2.
DFT (wB97M-V/def2-TZVPD) results for a cluster of 10 separate species, C34H54Cl6O21 in total.

```
115
Properties=species:S:1:pos:R:3:forces:R:3:mulliken_charge:R:1
C 9.950340 -15.472093 -27.422604 0.804 -0.765 -0.681 -1.4388
C 10.163062 -14.160882 -26.724820 0.212 0.281 -0.129 0.4628
C 9.901129 -14.146614 -25.214502 -0.290 0.317 0.041 -0.2480
O 11.106082 -13.615536 -24.648384 -0.012 -0.259 0.292 -0.2360
C 12.035555 -13.449639 -25.597573 -0.260 0.185 -0.584 0.5135
O 13.127696 -13.011842 -25.415800 0.315 -0.069 0.159 -0.3909
O 11.564989 -13.811911 -26.802008 0.066 -0.096 0.063 -0.3893
H 9.018401 -15.982561 -27.193871 -0.100 0.181 0.148 0.3593
H 10.788297 -16.145325 -27.204653 -0.247 -0.018 0.538 0.3105
H 10.053767 -15.391339 -28.507853 -0.380 0.390 0.042 0.3858
H 9.653464 -13.346118 -27.239716 -0.234 -0.052 0.142 0.2850
H 9.677966 -15.128902 -24.798520 0.222 -0.076 -0.079 0.0400
H 9.102780 -13.463932 -24.929739 -0.090 -0.056 -0.096 0.2908
C 13.725222 -10.451193 -19.280832 -0.587 0.067 -0.958 -0.7996
C 13.322754 -9.753288 -18.013101 0.858 0.562 0.215 0.3767
C 14.503605 -9.393849 -17.100309 0.484 -1.089 -0.326 -0.3015
O 14.199347 -8.097730 -16.637693 0.135 0.265 0.232 -0.3640
C 13.428612 -7.494479 -17.580957 0.092 -0.350 0.084 0.6298
O 13.274105 -6.325672 -17.683858 -0.165 0.179 0.064 -0.5151
O 12.882516 -8.429182 -18.384924 -0.177 0.115 -0.184 -0.3756
H 14.535460 -9.934951 -19.795126 0.186 0.058 0.328 0.0244
H 12.890911 -10.353394 -19.983398 -0.015 -0.296 0.056 0.3686
H 13.985813 -11.506056 -19.206927 -0.040 -0.007 0.403 0.0887
H 12.501769 -10.223767 -17.474392 0.015 -0.174 -0.019 0.3446
H 15.445562 -9.386182 -17.665045 -0.188 0.315 -0.237 0.1901
H 14.715978 -10.113040 -16.308863 -0.559 0.300 0.379 0.3346
C 19.472627 -14.690487 -22.519216 0.130 0.203 0.190 -1.4239
C 20.250416 -15.328610 -23.646727 0.212 0.651 0.358 0.6877
C 19.454784 -15.633966 -24.912250 0.792 -0.797 -0.948 0.0904
O 20.208061 -14.993814 -25.964418 -0.418 0.584 0.216 -0.3636
C 21.158438 -14.196548 -25.436413 0.218 -0.283 0.123 0.6429
O 21.867694 -13.473599 -26.054575 -0.050 0.109 -0.094 -0.5320
O 21.233901 -14.375233 -24.098796 -0.137 0.009 -0.059 -0.4138
H 20.144441 -14.350849 -21.728815 0.112 -0.362 0.038 0.4381
H 18.772411 -15.417082 -22.105258 -0.156 0.182 0.040 0.3771
H 18.976741 -13.768081 -22.830873 -0.259 -0.272 -0.288 0.2742
H 20.802235 -16.186401 -23.261632 -0.074 -0.129 -0.177 0.2630
H 18.415683 -15.314800 -24.916620 0.052 0.272 0.087 -0.3043
H 19.511302 -16.677059 -25.221919 -0.387 -0.172 0.524 0.2789
C 15.981786 -7.913912 -24.983519 0.510 0.336 0.010 -1.4785
C 15.761360 -9.256839 -24.313253 -0.410 0.518 -0.052 0.7569
C 15.779676 -9.270127 -22.788452 0.665 0.367 0.826 -0.3145
O 14.599246 -9.967484 -22.396977 -0.049 -0.241 -0.257 -0.0358
C 13.774721 -10.076759 -23.474297 0.065 0.614 -0.339 0.4702
O 12.644256 -10.432675 -23.449092 0.015 -0.341 0.337 -0.5480
O 14.399755 -9.635038 -24.584994 0.126 -0.512 0.018 -0.4145
H 15.339531 -7.795401 -25.853466 -0.085 -0.230 0.010 0.3516
H 17.006758 -7.813346 -25.344877 0.020 0.008 0.145 0.3699
H 15.775926 -7.081990 -24.308836 -0.053 -0.047 0.021 0.3759
H 16.468656 -9.990425 -24.703323 -0.357 -0.252 -0.174 0.2846
H 15.777977 -8.283020 -22.314932 -0.336 0.138 -0.356 0.4691
H 16.660632 -9.749311 -22.354677 -0.159 -0.421 -0.198 -0.2118
C 13.588815 -19.942136 -18.483006 -0.198 -0.151 -0.060 -1.5817
C 14.661351 -19.889825 -19.543692 -0.264 0.547 0.405 1.2211
C 15.691931 -21.007109 -19.524962 -0.328 -0.170 0.380 -0.4094
O 15.807607 -21.369606 -20.899216 0.052 -0.030 0.230 -0.3756
C 14.779749 -20.827685 -21.600172 0.289 0.058 -0.082 0.6317
O 14.612643 -21.016911 -22.759391 -0.213 -0.020 -0.221 -0.5388
O 14.018568 -20.039617 -20.821217 0.374 -0.209 -0.019 -0.2129
H 12.850521 -19.153847 -18.634846 0.174 0.148 -0.056 0.2676
H 14.006535 -19.831139 -17.482227 0.038 -0.088 -0.008 0.3608
H 13.040326 -20.882837 -18.571652 0.133 -0.077 0.190 0.4636
H 15.174071 -18.928891 -19.504645 -0.208 0.080 -0.296 -0.3166
H 15.353088 -21.849916 -18.913905 -0.026 -0.165 -0.304 0.2477
H 16.647352 -20.681991 -19.119750 0.113 0.039 -0.260 0.3243
C 10.557181 -16.504340 -22.363142 0.562 1.057 -1.059 -0.9002
C 10.983684 -17.448257 -23.465919 -0.416 -1.040 -0.163 1.2288
C 11.643645 -18.771683 -23.034040 0.175 0.963 0.789 -0.3237
O 11.049882 -19.741808 -23.870964 0.144 -0.384 0.082 -0.3473
C 9.861207 -19.283049 -24.304542 0.659 0.325 0.095 0.5148
O 9.009655 -19.954833 -24.770842 -0.547 -0.244 -0.374 -0.5657
O 9.803693 -17.942170 -24.152859 -0.203 0.374 0.040 -0.4778
H 9.554666 -16.669202 -21.980834 0.223 -0.640 0.402 0.4501
H 10.489764 -15.514104 -22.829254 0.082 0.062 0.261 0.0075
H 11.376122 -16.437906 -21.647912 -0.365 -0.126 0.417 0.0142
H 11.606871 -16.951757 -24.211630 -0.002 0.118 0.034 0.0349
H 11.419093 -18.981600 -21.982685 -0.118 -0.146 -0.092 0.0975
H 12.727435 -18.737985 -23.112401 -0.023 -0.279 -0.319 0.2662
C 16.025391 -13.094199 -21.720895 0.371 1.042 -1.051 -1.6892
C 14.683332 -13.740519 -21.549397 0.433 -0.157 0.213 1.6045
C 14.044469 -14.254532 -22.841696 -0.001 -0.234 0.614 -0.0354
O 13.789852 -15.641257 -22.566985 0.041 -0.287 0.045 0.0630
C 14.232603 -15.980444 -21.343264 -0.401 0.206 -0.049 0.2150
O 14.059979 -17.050570 -20.839498 0.097 0.110 -0.133 -0.4792
O 14.826454 -14.933242 -20.747159 -0.069 -0.105 0.169 -0.2500
H 16.766640 -13.660037 -22.290480 -0.199 -0.626 0.458 0.2520
H 16.453536 -12.697524 -20.805951 0.003 -0.271 0.165 0.3097
H 15.911964 -12.226214 -22.386898 -0.344 0.084 0.278 0.2927
H 14.024159 -13.064392 -21.002703 -0.088 -0.046 -0.063 -0.2642
H 14.740020 -14.197121 -23.673752 -0.264 0.124 -0.223 -0.3171
H 13.080790 -13.789791 -23.013877 0.156 0.178 -0.425 0.0609
Cl 18.127672 -10.833268 -19.606715 -0.109 0.202 -0.053 -0.1883
C 19.188571 -9.650650 -20.450930 0.360 -0.454 0.273 -0.3774
C 19.893858 -8.799070 -19.420819 -0.062 -0.153 0.749 -0.3914
Cl 20.570478 -7.339945 -20.162563 0.099 0.032 -0.103 -0.1923
H 18.609586 -9.066208 -21.156880 -0.121 -0.005 0.063 0.2423
H 19.918205 -10.277260 -20.955595 -0.046 0.206 -0.341 0.3379
H 20.690675 -9.362798 -18.936743 0.145 0.047 -0.263 0.3145
H 19.243823 -8.503746 -18.598569 -0.248 0.189 -0.301 0.2786
Cl 15.829351 -13.951098 -28.716651 -0.296 0.115 0.059 -0.2138
C 15.767269 -14.396857 -26.989913 0.646 -0.001 0.338 0.3636
C 15.763941 -15.906447 -26.912490 -0.219 -0.095 -0.748 -0.8073
Cl 15.870310 -16.493030 -25.239857 -0.079 0.036 0.207 -0.1115
H 14.923704 -13.946745 -26.471287 -0.184 0.019 -0.363 -0.2000
H 16.680311 -13.986887 -26.557940 0.006 -0.097 0.052 0.2040
H 16.582302 -16.332553 -27.488286 0.184 0.076 0.205 0.4397
H 14.853842 -16.296338 -27.366862 -0.091 -0.016 0.251 0.4234
Cl 14.783651 -14.093073 -15.844946 -0.130 -0.025 0.183 -0.2111
C 13.884166 -14.675686 -17.252948 0.056 0.202 -1.019 -0.0854
C 13.924502 -16.174396 -17.464965 -0.220 0.789 -0.327 -0.1142
Cl 15.513008 -16.771997 -17.955309 0.482 -0.040 0.499 -0.1830
H 14.296614 -14.161708 -18.123368 0.190 -0.171 0.057 -0.2155
H 12.837486 -14.367415 -17.233695 0.024 0.002 0.579 0.4036
H 13.314478 -16.349506 -18.351409 -0.331 -0.313 0.294 -0.1510
H 13.565474 -16.660328 -16.562095 0.073 -0.401 -0.193 0.5544
```
Positions in Å, forces in eV/Å.

Output
2S+1: 1
Maximum force (eV/A): 1.60
ΔE to the lowest compared entry with this formula, charge and spin (kJ/mol): 0.0
SMILES: C[C@H]1COC(=O)O1.C[C@H]1COC(=O)O1.C[C@H]1COC(=O)O1.C[C@H]1COC(=O)O1.C[C@H]1COC(=O)O1.C[C@H]1COC(=O)O1.C[C@H]1COC(=O)O1.ClCCCl.ClCCCl.ClCCCl

***

3.
DFT (wB97M-V/def2-TZVPD) results for an isolated molecule of C2H7N3S.

```
13
Properties=species:S:1:pos:R:3:forces:R:3:mulliken_charge:R:1
C 1.511160 1.690053 -0.808935 0.059 -0.526 1.039 -0.7105
C -0.622561 -1.016069 0.421197 1.910 -0.896 0.470 0.5706
H 1.061271 2.439509 -0.146958 0.018 -0.105 -0.337 0.2574
H 2.171016 1.041360 -0.194860 0.043 0.779 -0.536 0.2373
H 1.996777 2.175068 -1.658471 0.203 -0.144 0.240 0.3060
H -1.684439 0.597684 -0.276280 0.226 -0.244 -0.116 0.2596
H -2.233064 -0.872994 1.601219 -0.420 0.163 0.361 0.2231
H -1.598214 -2.405619 1.369594 0.007 -0.501 0.525 0.2631
H 1.172690 -1.281183 -0.099696 0.073 -0.014 0.251 0.2124
N -0.745761 0.220057 -0.198199 0.075 0.522 -0.682 -0.3150
N -1.791955 -1.513202 0.973285 0.095 0.504 -0.581 -0.5319
N 0.485168 -1.679263 0.541811 -1.425 0.482 -0.734 -0.6960
S 0.277912 0.604598 -1.523707 -0.866 -0.020 0.100 -0.0763
```
Positions in Å, forces in eV/Å.

Output
2S+1: 1
Maximum force (eV/A): 2.16
ΔE to the lowest compared entry with this formula, charge and spin (kJ/mol): 5.9
SMILES: [H]/N=C(/N)NSC

***

4.
DFT (wB97M-V/def2-TZVPD) results for the ion CH3BrNO2 with charge -1.

```
8
Properties=species:S:1:pos:R:3:forces:R:3:mulliken_charge:R:1
C 0.023454 -0.273197 0.227594 0.124 -0.541 0.825 -0.0353
N -2.123877 -1.101235 -0.421743 2.624 -2.140 0.051 -0.5009
O -0.200225 1.069726 -0.015585 -2.647 0.639 -1.000 -0.4628
O -1.157172 -0.860595 0.686617 -0.200 -0.695 -0.230 -0.3644
Br -3.342479 0.220746 -0.424049 -2.106 2.169 0.143 -0.3019
H -1.174856 0.903571 -0.310343 1.921 1.584 0.241 0.2619
H 0.374552 -0.690770 -0.745818 0.061 -0.559 0.860 0.2247
H 0.686677 -0.316446 1.124132 0.222 -0.457 -0.891 0.1786
```
Positions in Å, forces in eV/Å.

Output
Net charge: -1
2S+1: 1
Maximum force (eV/A): 3.39
ΔE to the lowest compared entry with this formula, charge and spin (kJ/mol): 249.4
SMILES: OCO[N-]Br